Entry from the OMol25 dataset: a cluster of 6 separate species, C65H146F6N2P4 in total in a non-equilibrium geometry (wB97M-V/def2-TZVPD).

Its HOMO energy (spin up / spin down) is -18.10 / -18.10 eV. The lowest unoccupied orbital energy (spin up / spin down) comes out at -8.92 / -16.72 eV. Its energy is -4636.7204 Ha. For the gap between HOMO and LUMO (spin up / spin down), the calculation gives 0.33741 / 0.05075 hartree. The strongest force on any atom is 3.2 eV/Å. As for the expectation value of S²: 0.75.

ORCA input file:
```
! wB97M-V def2-TZVPD RIJCOSX def2/J DEFGRID3
* xyz 5 2
C 15.55 -0.54 15.52
C 15.41 -0.23 16.94
C 15.52 1.27 17.29
C 15.57 1.60 18.83
P 15.82 3.38 19.33
C 15.96 3.60 21.18
C 14.67 3.99 21.93
C 14.83 4.02 23.45
C 15.76 5.11 24.00
C 14.52 4.51 18.67
C 14.76 6.05 18.73
C 13.71 6.92 17.97
C 12.36 7.10 18.78
C 17.49 3.85 18.63
C 18.70 2.97 19.06
C 19.40 3.63 20.32
C 20.62 2.78 20.75
H 16.49 -0.26 15.04
H 14.82 0.07 14.98
H 15.34 -1.57 15.27
H 16.17 -0.78 17.51
H 14.41 -0.57 17.20
H 14.66 1.74 16.81
H 16.36 1.69 16.74
H 16.34 1.05 19.37
H 14.61 1.27 19.23
H 16.77 4.32 21.33
H 16.31 2.61 21.46
H 13.92 3.34 21.48
H 14.23 4.95 21.69
H 15.23 3.04 23.68
H 13.85 4.19 23.88
H 16.80 5.00 23.70
H 15.66 5.12 25.08
H 15.48 6.09 23.60
H 13.50 4.26 18.96
H 14.49 4.10 17.66
H 15.68 6.19 18.17
H 14.98 6.46 19.71
H 13.57 6.32 17.08
H 14.19 7.83 17.61
H 12.15 6.09 19.15
H 11.49 7.26 18.14
H 12.41 7.76 19.64
H 17.57 4.92 18.81
H 17.30 3.75 17.56
H 19.34 2.96 18.18
H 18.46 1.93 19.29
H 18.76 3.67 21.20
H 19.74 4.65 20.15
H 20.39 1.72 20.91
H 21.02 3.25 21.65
H 21.36 2.94 19.97
C 17.30 -4.33 25.50
C 16.45 -5.32 24.71
C 15.87 -4.72 23.43
C 14.82 -5.59 22.74
P 14.05 -5.02 21.17
C 13.17 -3.41 21.51
C 13.99 -2.10 21.26
C 13.41 -0.81 21.89
C 14.51 0.26 22.06
C 15.36 -4.92 19.87
C 16.29 -6.19 19.79
C 17.57 -6.04 18.98
C 18.59 -5.06 19.69
C 13.01 -6.34 20.66
C 13.27 -7.81 21.11
C 12.10 -8.72 20.77
C 11.52 -8.67 19.31
H 16.73 -3.64 26.12
H 17.79 -3.71 24.75
H 18.07 -4.82 26.10
H 15.62 -5.56 25.37
H 17.03 -6.22 24.53
H 16.60 -4.37 22.70
H 15.39 -3.81 23.80
H 13.98 -5.83 23.40
H 15.17 -6.58 22.47
H 12.81 -3.41 22.54
H 12.24 -3.43 20.95
H 14.12 -1.89 20.20
H 15.03 -2.13 21.60
H 13.07 -1.10 22.88
H 12.63 -0.42 21.24
H 15.08 0.44 21.15
H 15.17 0.01 22.89
H 14.02 1.21 22.29
H 16.02 -4.07 20.08
H 14.92 -4.73 18.89
H 15.69 -7.00 19.37
H 16.57 -6.59 20.76
H 17.36 -5.81 17.94
H 18.04 -7.02 18.83
H 18.51 -5.21 20.77
H 18.35 -4.00 19.59
H 19.61 -5.07 19.32
H 12.98 -6.15 19.59
H 11.99 -6.11 20.97
H 13.39 -7.73 22.19
H 14.23 -8.00 20.64
H 11.27 -8.45 21.43
H 12.35 -9.74 21.09
H 10.86 -9.51 19.10
H 12.36 -8.74 18.61
H 10.95 -7.76 19.15
C 10.07 0.40 8.37
C 8.56 0.35 8.95
C 7.82 -0.99 8.74
C 8.24 -2.20 9.66
P 7.32 -3.74 9.52
C 7.10 -4.37 7.83
C 8.28 -5.01 7.16
C 8.11 -4.89 5.66
C 8.36 -3.43 5.09
C 7.88 -5.06 10.58
C 7.99 -4.71 12.08
C 9.37 -4.23 12.50
C 9.38 -3.18 13.56
C 5.61 -3.31 10.02
C 4.54 -4.37 10.34
C 3.72 -4.98 9.23
C 3.07 -6.22 9.88
H 10.71 -0.01 9.15
H 10.35 1.45 8.26
H 10.24 -0.19 7.47
H 7.97 0.99 8.29
H 8.42 0.75 9.95
H 7.84 -1.31 7.70
H 6.76 -0.80 8.95
H 8.19 -1.90 10.71
H 9.28 -2.44 9.43
H 6.70 -3.54 7.26
H 6.36 -5.16 7.98
H 8.27 -6.06 7.46
H 9.17 -4.50 7.53
H 7.08 -5.21 5.49
H 8.77 -5.56 5.10
H 8.90 -3.42 4.14
H 8.84 -2.85 5.87
H 7.35 -3.03 4.99
H 8.87 -5.34 10.22
H 7.22 -5.89 10.32
H 7.66 -5.59 12.64
H 7.21 -3.97 12.26
H 9.76 -3.77 11.59
H 10.10 -4.95 12.86
H 8.86 -3.58 14.43
H 8.94 -2.21 13.32
H 10.40 -2.95 13.88
H 5.16 -2.55 9.38
H 5.82 -2.85 10.98
H 3.77 -4.01 11.02
H 5.09 -5.18 10.81
H 4.33 -5.23 8.35
H 3.01 -4.25 8.85
H 2.36 -6.59 9.14
H 2.63 -5.94 10.83
H 3.80 -7.02 9.97
C 4.98 -4.61 15.25
C 6.38 -4.61 15.83
C 6.64 -3.48 16.79
C 8.12 -3.36 17.30
N 8.30 -2.61 18.57
C 7.33 -3.15 19.65
C 8.10 -3.03 21.03
C 9.43 -2.39 20.75
C 9.65 -2.85 19.24
C 8.08 -1.06 18.19
H 4.31 -4.61 16.11
H 4.80 -5.54 14.72
H 4.61 -3.82 14.59
H 7.11 -4.60 15.02
H 6.42 -5.48 16.48
H 5.97 -3.62 17.64
H 6.30 -2.58 16.28
H 8.69 -2.85 16.52
H 8.57 -4.33 17.50
H 6.44 -2.53 19.57
H 6.97 -4.17 19.47
H 7.60 -2.36 21.73
H 8.16 -3.99 21.54
H 9.49 -1.31 20.90
H 10.09 -2.89 21.46
H 10.40 -2.18 18.80
H 9.91 -3.90 19.18
H 7.91 -0.68 19.20
H 7.20 -0.93 17.56
H 8.97 -0.59 17.77
C 18.66 -6.47 8.51
C 18.38 -6.92 9.96
C 16.89 -6.53 10.42
N 16.71 -6.79 11.90
C 16.81 -8.30 12.28
C 15.32 -6.16 12.32
C 15.40 -5.91 13.83
C 16.92 -5.70 14.10
C 17.64 -6.04 12.82
H 18.34 -5.43 8.45
H 18.18 -7.20 7.86
H 19.75 -6.43 8.43
H 19.04 -6.40 10.66
H 18.58 -7.97 10.15
H 16.15 -7.20 9.98
H 16.55 -5.52 10.18
H 17.83 -8.67 12.17
H 16.13 -8.90 11.69
H 16.41 -8.34 13.29
H 14.51 -6.84 12.05
H 15.34 -5.17 11.87
H 15.01 -6.78 14.36
H 14.81 -5.06 14.18
H 17.25 -6.30 14.94
H 17.07 -4.62 14.21
H 18.59 -6.57 12.96
H 17.72 -5.09 12.29
P 12.39 -4.47 16.69
F 10.95 -5.14 16.96
F 13.18 -5.83 17.02
F 12.24 -4.96 15.12
F 13.78 -3.72 16.30
F 11.58 -3.08 16.31
F 12.61 -4.00 18.20
*
```